1.
Molecular formula: C27H54O18
Method: DFT, the ωB97M-V functional and the def2-TZVPD basis

Multiplicity: 1
HOMO (eV): -9.30
Energy relative to the best compared isomer or geometry (same formula, charge and spin) (kcal/mol): 104.6
M (g mol⁻¹): 666.71
SMILES: COC(=O)OC.COC(=O)OC.COC(=O)OC.COC(=O)OC.COC(=O)OC.C1CCOC1.C1CCOC1.C1CCOC1
DFT total energy (eV): -65723.3272

Each line ends with the Mulliken charge.
Positions of all 99 atoms, in Å:
C1 3.41 5.33 8.23  -0.418
C2 3.28 4.90 6.77  -0.571
C3 1.82 4.50 6.68  -0.359
O1 1.18 5.58 7.42  -0.402
C4 2.14 6.12 8.35  -0.470
H1 4.32 5.90 8.42  0.294
H2 3.32 4.39 8.77  0.260
H3 3.93 4.07 6.49  0.318
H4 3.52 5.72 6.09  0.288
H5 1.53 3.58 7.19  0.238
H6 1.42 4.31 5.68  0.279
H7 1.70 6.39 9.30  0.314
H8 2.36 7.12 7.97  0.231
C5 8.48 -0.95 -1.81  -0.461
C6 9.66 -1.64 -1.10  -0.457
C7 9.79 -0.94 0.18  -0.453
O2 8.60 -0.18 0.40  -0.430
C8 7.98 0.17 -0.83  -0.423
H9 7.81 -1.77 -2.07  0.296
H10 8.97 -0.44 -2.64  0.246
H11 10.60 -1.58 -1.65  0.268
H12 9.63 -2.71 -0.90  0.229
H13 10.65 -0.27 0.11  0.251
H14 10.18 -1.54 1.01  0.363
H15 8.38 1.13 -1.15  0.293
H16 6.89 0.08 -0.77  0.281
C9 5.86 -3.88 9.62  -0.461
C10 5.11 -2.54 9.78  -0.519
C11 6.03 -1.70 10.74  -0.409
O3 7.25 -2.46 10.94  -0.399
C12 6.92 -3.84 10.78  -0.440
H17 6.31 -3.77 8.63  0.214
H18 5.22 -4.76 9.61  0.348
H19 4.09 -2.81 10.05  0.283
H20 4.89 -2.09 8.82  0.285
H21 5.60 -1.61 11.73  0.243
H22 6.24 -0.68 10.42  0.292
H23 6.69 -4.16 11.79  0.300
H24 7.80 -4.38 10.42  0.262
C13 -1.59 -0.13 9.88  -0.591
O4 -2.17 -0.03 8.61  -0.274
C14 -2.45 -1.20 7.87  0.762
O5 -2.06 -2.35 8.13  -0.568
O6 -3.21 -0.90 6.76  -0.313
C15 -3.85 -1.96 6.00  -0.607
H25 -2.09 -0.90 10.47  0.289
H26 -1.61 0.78 10.47  0.232
H27 -0.56 -0.46 9.72  0.267
H28 -4.93 -1.99 6.10  0.243
H29 -3.42 -2.87 6.41  0.323
H30 -3.65 -1.96 4.93  0.236
C16 -2.41 0.85 -1.22  -0.663
O7 -1.71 0.62 0.00  -0.267
C17 -0.63 -0.24 -0.11  0.726
O8 -0.17 -0.85 -1.08  -0.544
O9 -0.08 -0.18 1.14  -0.278
C18 1.15 -0.82 1.51  -0.685
H31 -2.58 -0.07 -1.77  0.294
H32 -1.98 1.62 -1.86  0.291
H33 -3.32 1.43 -1.02  0.260
H34 2.02 -0.16 1.43  0.284
H35 1.40 -1.80 1.10  0.313
H36 1.11 -1.12 2.56  0.270
C19 -5.83 1.06 -13.37  -0.609
O10 -5.19 2.19 -12.72  -0.302
C20 -5.31 2.33 -11.37  0.793
O11 -5.83 1.57 -10.60  -0.550
O12 -4.89 3.54 -11.02  -0.320
C21 -4.77 3.91 -9.69  -0.597
H37 -5.84 0.12 -12.82  0.306
H38 -5.23 0.97 -14.27  0.222
H39 -6.83 1.38 -13.63  0.279
H40 -4.16 3.14 -9.21  0.273
H41 -5.81 3.88 -9.36  0.286
H42 -4.50 4.96 -9.61  0.219
C22 -0.07 -2.98 -8.67  -0.630
O13 -0.26 -3.00 -10.07  -0.285
C23 -0.37 -4.20 -10.65  0.762
O14 -0.43 -5.29 -10.12  -0.544
O15 -0.33 -4.00 -11.99  -0.303
C24 -0.47 -5.07 -12.90  -0.634
H43 -0.76 -3.66 -8.17  0.294
H44 -0.08 -1.98 -8.26  0.224
H45 0.94 -3.36 -8.49  0.294
H46 -1.48 -5.46 -12.75  0.292
H47 0.17 -5.94 -12.79  0.292
H48 -0.37 -4.75 -13.94  0.239
C25 -11.23 2.87 -5.72  -0.598
O16 -11.32 1.85 -4.79  -0.289
C26 -10.22 1.46 -4.07  0.717
O17 -9.11 1.94 -4.30  -0.536
O18 -10.51 0.28 -3.32  -0.274
C27 -9.46 -0.14 -2.45  -0.681
H49 -10.74 3.73 -5.26  0.287
H50 -12.20 3.20 -6.09  0.224
H51 -10.62 2.57 -6.57  0.279
H52 -9.83 -0.83 -1.69  0.273
H53 -9.00 0.56 -1.75  0.303
H54 -8.80 -0.78 -3.03  0.294

=====

2.
Molecular formula: C27H55BO15PS5
Method: DFT, the ωB97M-V functional and the def2-TZVPD basis

Multiplicity: 1
HOMO (eV): -3.74
Energy relative to the best compared isomer or geometry (same formula, charge and spin) (kcal/mol): 40.0
Total charge: -1
M (g mol⁻¹): 821.84
DFT total energy (eV): -123739.5407

Each line ends with the Mulliken charge.
Positions of all 104 atoms, in Å:
C1 3.24 4.91 2.10  -0.696
C2 3.39 4.50 0.85  -0.541
C3 3.59 4.29 -0.74  1.503
O1 3.92 5.42 -1.58  -0.375
C4 3.18 6.61 -1.24  -0.295
C5 1.58 6.51 -1.43  -0.666
C6 2.42 3.27 -1.29  -0.615
O2 2.67 1.95 -0.70  -0.117
P1 4.38 1.75 -1.11  0.219
C7 4.87 1.04 0.62  -0.499
B1 4.35 -0.51 0.83  0.734
O3 3.27 -0.81 1.80  -0.384
O4 4.86 -1.65 0.08  -0.613
O5 4.78 3.42 -0.76  -0.667
H1 2.82 5.28 3.12  0.348
H2 3.54 7.44 -1.99  0.326
H3 3.41 7.04 -0.19  0.250
H4 1.30 5.97 -2.43  0.093
H5 1.10 5.98 -0.51  0.181
H6 1.09 7.57 -1.47  0.361
H7 2.29 3.22 -2.46  -0.021
H8 1.47 3.81 -0.88  0.261
H9 4.00 0.36 -1.38  -0.172
H10 5.75 1.36 -1.47  -0.049
H11 4.23 2.00 -2.53  -0.120
H12 6.04 0.96 0.63  0.202
H13 4.46 1.70 1.48  -0.148
H14 2.42 -0.99 1.30  0.183
H15 4.13 -1.96 -0.52  0.261
C8 -0.18 2.32 -6.89  -0.754
C9 0.65 1.09 -6.55  -0.097
C10 1.36 1.35 -5.22  -0.895
S1 0.32 2.50 -4.32  1.275
O6 1.03 3.75 -4.19  -0.652
O7 -0.28 1.82 -3.20  -0.694
C11 -0.91 2.69 -5.60  -0.670
H16 -0.88 2.13 -7.70  0.435
H17 0.48 3.14 -7.19  0.374
H18 -0.01 0.22 -6.45  -0.169
H19 1.37 0.86 -7.34  0.369
H20 1.48 0.44 -4.64  0.499
H21 2.33 1.83 -5.37  0.337
H22 -1.29 3.71 -5.60  0.463
H23 -1.72 1.99 -5.39  0.255
C12 -1.83 -1.15 2.32  -0.954
C13 -2.71 -2.22 1.67  0.116
C14 -1.85 -2.99 0.68  -0.892
S2 -0.17 -2.89 1.29  1.171
O8 0.62 -2.12 0.35  -0.590
O9 0.25 -4.19 1.76  -0.721
C15 -0.53 -1.86 2.69  -0.094
H24 -2.30 -0.70 3.19  0.366
H25 -1.62 -0.35 1.59  0.489
H26 -3.08 -2.90 2.45  -0.430
H27 -3.58 -1.78 1.18  0.431
H28 -2.15 -4.04 0.61  0.396
H29 -1.88 -2.54 -0.32  0.407
H30 0.29 -1.17 2.87  0.222
H31 -0.68 -2.51 3.56  0.075
C16 2.25 -0.47 6.12  -0.361
C17 2.17 0.98 5.63  -0.707
C18 0.69 1.36 5.60  -0.560
S3 -0.12 0.37 6.85  1.038
O10 -1.03 -0.54 6.20  -0.494
O11 -0.52 1.21 7.95  -0.739
C19 1.34 -0.55 7.33  -0.731
H32 3.28 -0.75 6.37  0.376
H33 1.90 -1.15 5.33  0.098
H34 2.70 1.63 6.32  0.330
H35 2.62 1.10 4.64  0.357
H36 0.54 2.42 5.84  0.368
H37 0.23 1.13 4.64  0.246
H38 1.06 -1.57 7.59  0.416
H39 1.78 -0.05 8.19  0.343
C20 -2.25 -5.95 5.63  -0.641
C21 -3.19 -5.71 6.81  -0.607
C22 -3.68 -4.26 6.72  -0.688
S4 -3.63 -3.83 4.98  0.983
O12 -2.64 -2.80 4.79  -0.401
O13 -4.99 -3.70 4.49  -0.739
C23 -2.96 -5.38 4.41  -0.450
H40 -2.03 -7.01 5.50  0.379
H41 -1.31 -5.43 5.80  0.282
H42 -4.05 -6.39 6.74  0.286
H43 -2.70 -5.90 7.76  0.354
H44 -4.70 -4.16 7.09  0.342
H45 -3.02 -3.58 7.25  0.325
H46 -2.29 -5.20 3.57  0.207
H47 -3.79 -6.01 4.10  0.392
C24 -3.79 -1.59 -6.06  -0.739
C25 -4.60 -1.81 -7.34  -0.632
C26 -4.24 -0.68 -8.31  -0.727
S5 -2.58 -0.18 -7.90  1.256
O14 -2.62 1.18 -7.39  -0.675
O15 -1.68 -0.57 -8.96  -0.751
C27 -2.37 -1.29 -6.52  -0.503
H48 -3.82 -2.46 -5.41  0.401
H49 -4.20 -0.74 -5.51  0.302
H50 -4.32 -2.78 -7.79  0.287
H51 -5.67 -1.84 -7.15  0.347
H52 -4.27 -1.02 -9.35  0.332
H53 -4.90 0.18 -8.18  0.359
H54 -1.77 -0.81 -5.74  0.326
H55 -1.87 -2.19 -6.88  0.398

=====

3.
Molecular formula: C27H56BNO11PtS5
Method: DFT, the ωB97M-V functional and the def2-TZVPD basis

Multiplicity: 3
HOMO (spin up / spin down) (eV): -8.39 / -8.39
M (g mol⁻¹): 936.97
DFT total energy (eV): -111011.1770

Each line ends with the Mulliken charge.
Positions of all 102 atoms, in Å:
Pt1 17.10 17.79 18.89  3.872
B1 18.61 16.66 20.31  -0.845
H1 18.53 17.65 20.99  -0.229
H2 19.04 15.74 20.94  -0.171
H3 17.46 16.33 20.03  -0.016
H4 19.31 16.95 19.38  -0.154
C1 18.63 16.49 14.88  0.320
C2 18.84 17.39 16.08  0.856
C3 19.07 18.84 15.63  -1.411
O1 17.83 17.27 17.00  -1.936
H5 17.82 16.84 14.25  -0.864
H6 18.25 15.54 15.28  -0.126
H7 19.56 16.23 14.38  0.551
H8 19.80 17.14 16.58  0.000
H9 19.01 19.63 16.38  0.094
H10 18.25 19.13 14.95  0.139
H11 20.00 18.90 15.06  0.431
C4 14.99 14.46 16.64  -0.393
C5 14.96 15.54 15.54  0.131
C6 14.55 16.88 16.14  -0.432
S1 13.99 16.56 17.83  0.993
O2 12.70 17.09 18.10  -0.659
O3 15.10 16.83 18.75  -0.712
C7 13.93 14.76 17.67  -0.940
H12 15.97 14.33 17.12  -0.079
H13 14.87 13.46 16.21  0.558
H14 14.20 15.16 14.86  0.530
H15 15.93 15.63 15.05  -0.528
H16 13.69 17.30 15.62  0.473
H17 15.32 17.65 16.17  0.102
H18 12.93 14.52 17.30  0.356
H19 14.10 14.47 18.71  0.510
C8 18.46 18.33 11.72  -0.298
C9 18.80 17.17 10.72  0.441
C10 17.79 17.21 9.60  -1.000
S2 16.31 17.92 10.34  1.258
O4 15.18 17.04 10.35  -0.718
O5 16.13 19.22 9.74  -0.659
C11 16.97 18.09 12.00  -0.729
H20 18.53 19.31 11.22  0.096
H21 19.15 18.37 12.56  0.091
H22 18.67 16.26 11.31  -0.720
H23 19.83 17.36 10.44  0.645
H24 17.49 16.23 9.23  0.483
H25 18.06 17.77 8.71  0.358
H26 16.83 17.18 12.57  0.103
H27 16.49 18.95 12.47  0.584
C12 19.68 13.22 13.21  -0.242
C13 20.64 14.23 12.58  0.331
C14 21.22 13.50 11.39  -1.005
S3 19.84 12.64 10.62  1.060
O6 20.17 11.27 10.37  -0.675
O7 19.28 13.47 9.58  -0.612
C15 18.77 12.75 12.07  -0.852
H28 19.06 13.61 14.01  -0.052
H29 20.13 12.36 13.71  0.334
H30 21.36 14.54 13.33  0.436
H31 20.02 15.07 12.24  -0.459
H32 21.89 12.70 11.71  0.441
H33 21.83 14.04 10.67  0.473
H34 18.14 11.88 12.24  0.526
H35 18.04 13.53 11.85  0.334
C16 22.01 19.19 19.77  -0.774
C17 21.74 20.30 20.80  -0.750
C18 20.23 20.35 20.89  -0.563
S4 19.65 20.37 19.20  0.723
O8 19.69 21.69 18.65  -0.623
O9 18.46 19.55 19.14  -0.699
C19 21.06 19.40 18.59  0.254
H36 21.64 18.30 20.29  0.218
H37 23.05 18.99 19.53  0.415
H38 22.08 21.31 20.55  0.293
H39 22.19 20.11 21.77  0.436
H40 19.77 21.11 21.52  0.499
H41 19.85 19.39 21.25  0.152
H42 21.49 20.01 17.80  0.514
H43 20.63 18.50 18.17  -0.453
C20 18.75 22.44 10.95  -0.054
C21 19.47 22.50 12.28  -0.754
C22 18.33 22.36 13.25  -0.214
S5 16.97 23.40 12.64  1.081
O10 17.00 24.69 13.26  -0.664
O11 15.75 22.64 12.62  -0.627
C23 17.71 23.54 10.95  -0.898
H44 18.24 21.47 10.85  -0.115
H45 19.32 22.42 10.01  0.430
H46 20.00 23.45 12.36  0.370
H47 20.22 21.71 12.41  0.361
H48 18.50 22.44 14.32  0.542
H49 17.85 21.37 13.17  -0.197
H50 18.16 24.52 11.13  0.363
H51 16.92 23.50 10.21  0.457
N1 19.12 13.93 17.60  0.462
C24 20.13 13.60 16.71  -0.481
C25 20.78 12.50 17.21  -0.955
C26 20.06 12.08 18.36  -0.531
C27 19.07 12.99 18.59  -0.443
H52 18.57 14.77 17.63  -0.070
H53 20.19 14.29 15.88  0.663
H54 21.52 11.95 16.66  0.377
H55 20.26 11.22 18.98  0.418
H56 18.38 13.08 19.41  0.448

=====

4.
Molecular formula: C27H56Ca3NO16P2
Method: DFT, the ωB97M-V functional and the def2-TZVPD basis

Multiplicity: 1
HOMO (eV): -3.01
Energy relative to the best compared isomer or geometry (same formula, charge and spin) (kcal/mol): 20.6
Total charge: -1
M (g mol⁻¹): 832.92
DFT total energy (eV): -137068.5041

Each line ends with the Mulliken charge.
Positions of all 105 atoms, in Å:
Ca1 2.78 -0.27 2.83  1.241
Ca2 -1.12 2.43 0.14  1.728
Ca3 1.75 3.02 2.50  1.446
P1 0.33 0.65 1.69  2.279
O1 1.80 1.13 1.32  -0.855
O2 -0.22 2.02 2.26  -0.945
O3 0.59 -0.48 2.70  -1.134
O4 -0.54 0.35 0.42  -1.301
P2 4.19 2.05 3.63  0.697
O5 2.72 1.58 3.93  -1.061
O6 3.94 3.13 2.59  -0.829
O7 4.82 0.68 3.26  -0.790
O8 4.92 2.52 4.91  -0.883
O9 0.61 6.23 -0.45  -0.568
C1 0.08 5.03 -0.22  0.447
O10 -0.98 4.72 -0.71  -0.614
O11 0.59 4.17 0.51  -0.373
H1 0.00 6.55 -1.12  0.332
C2 -1.62 -4.17 1.22  -0.439
C3 -2.20 -3.75 2.54  -0.597
C4 -2.83 -2.42 2.36  -0.143
O12 -3.18 -2.44 1.02  -0.458
C5 -2.08 -3.06 0.35  0.461
H2 -2.09 -5.08 0.83  0.405
H3 -0.54 -4.28 1.33  -0.049
H4 -1.38 -3.67 3.25  0.329
H5 -2.84 -4.57 2.87  0.223
H6 -2.18 -1.57 2.56  -0.097
H7 -3.73 -2.26 2.96  0.429
H8 -1.28 -2.33 0.21  -0.673
H9 -2.27 -3.38 -0.67  0.574
C6 -0.38 -2.97 -2.87  -0.037
C7 0.19 -3.09 -4.26  -0.809
C8 1.69 -2.65 -4.05  -0.616
O13 1.68 -2.06 -2.71  -0.292
C9 0.35 -1.83 -2.29  0.758
H10 -0.08 -3.89 -2.37  0.329
H11 -1.47 -2.87 -2.83  0.215
H12 -0.34 -2.43 -4.94  0.276
H13 0.24 -4.11 -4.63  0.383
H14 1.97 -1.91 -4.80  0.266
H15 2.29 -3.55 -4.07  0.335
H16 0.03 -0.81 -2.54  -0.335
H17 0.46 -1.85 -1.21  -0.366
C10 -4.89 1.24 -2.00  -0.708
C11 -4.22 -0.15 -2.01  -1.007
C12 -3.02 -0.01 -1.08  0.762
O14 -2.71 1.38 -1.29  0.745
C13 -3.68 2.10 -2.10  -0.547
H18 -5.49 1.38 -1.10  0.171
H19 -5.56 1.54 -2.81  0.439
H20 -3.85 -0.47 -2.99  0.302
H21 -4.83 -0.93 -1.55  0.491
H22 -2.16 -0.65 -1.29  -0.676
H23 -3.49 -0.27 -0.12  -0.009
H24 -3.33 2.11 -3.13  0.281
H25 -3.87 3.11 -1.73  0.205
C14 2.10 1.95 -3.12  -0.523
C15 1.40 3.17 -3.65  -0.722
C16 -0.02 2.80 -3.22  -0.920
O15 0.01 2.27 -1.93  0.765
C17 1.39 1.71 -1.77  0.948
H26 3.18 2.09 -3.07  0.484
H27 1.77 1.14 -3.77  0.045
H28 1.46 3.38 -4.72  0.436
H29 1.67 4.09 -3.12  0.301
H30 -0.41 2.04 -3.90  0.279
H31 -0.58 3.73 -3.24  0.354
H32 1.37 0.63 -1.68  -0.931
H33 1.97 2.24 -1.01  -0.059
C18 -4.75 4.06 1.83  -0.529
C19 -4.41 3.22 3.00  -0.748
C20 -3.05 2.60 2.60  -0.070
O16 -2.74 3.14 1.28  -1.316
C21 -3.50 4.37 1.10  -0.734
H34 -5.23 5.02 2.01  0.443
H35 -5.39 3.53 1.12  0.149
H36 -5.07 2.40 3.29  0.306
H37 -4.39 3.80 3.93  0.322
H38 -3.05 1.51 2.49  0.152
H39 -2.31 2.95 3.32  0.083
H40 -3.63 4.76 0.09  0.397
H41 -2.92 5.13 1.62  0.424
C22 5.21 -3.99 1.06  -1.345
C23 4.76 -2.70 1.81  -1.114
N1 3.51 -2.13 1.39  1.379
C24 2.36 -3.10 1.58  0.138
C25 2.10 -3.56 2.98  -1.582
C26 3.53 -1.68 -0.04  0.816
C27 4.26 -0.39 -0.17  -1.433
H42 4.40 -4.35 0.42  0.291
H43 5.66 -4.73 1.71  0.302
H44 5.93 -3.72 0.29  0.355
H45 4.65 -2.77 2.89  0.580
H46 5.55 -1.95 1.68  0.507
H47 1.45 -2.58 1.29  -0.333
H48 2.38 -3.91 0.86  0.637
H49 1.78 -2.72 3.60  0.221
H50 1.20 -4.16 2.98  0.385
H51 2.84 -4.12 3.55  0.374
H52 2.54 -1.41 -0.39  -1.210
H53 3.85 -2.46 -0.73  0.421
H54 4.06 0.25 -1.03  0.219
H55 5.32 -0.61 -0.21  0.480
H56 4.21 0.17 0.77  0.236